C8H15NO2P | ωB97M-V/def2-TZVPD

Summary:
- Max |F|: 0.69 eV Å⁻¹
- Energy above the lowest of the compared OMol25 structures with the same formula, charge and spin: 183.0 kJ/mol
- Highest occupied orbital energy: -2.354 eV
- Charge: -1

Cartesian coordinates (Å):
1 P -2.4130 -1.0695 0.9708
2 O -2.6296 -1.3340 -0.7211
3 O 0.7972 -0.6781 1.0110
4 N 1.5157 0.5845 -1.4524
5 C 1.3185 -1.8334 1.6079
6 C 2.4207 0.0799 -2.3343
7 C 1.4824 1.9383 -1.5575
8 C -0.0825 0.1621 1.8152
9 C -1.4133 0.3332 1.1646
10 C 2.9868 1.1297 -3.0195
11 C -4.1059 -0.3452 1.2336
12 C 2.3868 2.3182 -2.5221
13 H 2.5883 3.3297 -2.8366
14 H -0.0609 -0.2839 2.8283
15 H 1.4615 -1.6983 2.6867
16 H 2.2937 -2.0389 1.1572
17 H -4.5228 -0.7146 2.1738
18 H 0.8106 2.5137 -0.9430
19 H 0.6598 -2.6980 1.4599
20 H 0.4136 1.1391 1.8959
21 H -4.0708 0.7474 1.2767
22 H -4.7692 -0.6447 0.4232
23 H -1.9473 1.2066 1.5474
24 H -2.4131 -2.2568 -0.8825
25 H 2.5918 -0.9812 -2.4055
26 H 0.9616 0.0426 -0.7899
27 H 3.7395 1.0516 -3.7879

Cartesian forces (eV/Å) of the 2 atoms listed first:
-0.048 0.015 -0.165
0.051 -0.030 -0.037

Here are the Löwdin charges for atoms 1 to 4, given in e: P 0.699; O -0.408; O -0.295; N 0.034



C33H39BF4O4PdSb2 | ωB97M-V/def2-TZVPD

Summary:
- Max |F|: 0.90 eV Å⁻¹
- Energy above the lowest of the compared OMol25 structures with the same formula, charge and spin: 42.0 kJ/mol
- Highest occupied orbital energy (alpha / beta): -13.334 / -14.328 eV
- 2S+1: 5
- ⟨S²⟩: 6.050
- Charge: +2

Cartesian coordinates (Å):
1 Sb -1.0699 1.9163 0.7267
2 Sb -2.4119 1.9372 -2.2756
3 Pd -0.1883 -0.6237 0.4727
4 F 1.8312 -0.5754 -0.3027
5 F 3.9868 -0.4743 0.5434
6 F 3.0946 -2.5046 -0.1022
7 F 2.3018 -1.4422 1.7784
8 O -0.9699 -1.3647 -1.7245
9 O -0.9230 -1.1044 2.9501
10 O 0.7098 0.4794 3.0384
11 O 0.0034 -2.7806 0.3021
12 C 2.2124 2.0167 0.9448
13 C -5.5090 4.9461 -2.7219
14 C -3.6037 0.2181 0.4172
15 C -1.3707 3.7402 1.7945
16 C -2.2179 -2.0573 -1.8637
17 C -0.1966 3.5688 -3.6039
18 C 2.1435 3.0050 -3.6206
19 C -4.7849 3.7650 -2.7432
20 C -1.8638 6.0122 3.2866
21 C 2.3716 4.4498 -0.4317
22 C -3.0032 1.1394 1.4529
23 C -2.8395 4.9508 -1.9324
24 C -0.6964 5.2894 3.4925
25 C -4.9053 6.1238 -2.2983
26 C 1.9043 1.9001 -2.8111
27 C 0.3288 -3.3113 -0.9988
28 C 1.1251 3.8955 -0.1724
29 C 0.6142 1.6266 -2.3980
30 C 3.5274 3.7999 -0.0123
31 C -0.1373 -0.3288 2.4971
32 C -3.5758 6.1257 -1.8985
33 C -0.4361 2.4737 -2.7649
34 C 1.0471 0.2687 4.4615
35 C 1.0965 3.8292 -4.0231
36 C -3.4428 3.7644 -2.3567
37 C 0.3948 -3.6915 1.3554
38 C -4.0473 0.9585 -0.8101
39 C -0.4307 4.1594 2.7324
40 C -2.7851 5.6024 2.3313
41 C -2.5499 4.4539 1.5909
42 C 1.1032 2.6858 0.4964
43 C 3.4519 2.6006 0.6763
44 C 0.1381 -2.2269 -2.0486
45 B 2.9102 -1.3032 0.5262
46 H 0.4992 3.6234 2.8695
47 H 2.4316 5.3988 -0.9491
48 H 1.3690 -3.6365 -1.0074
49 H 3.1507 3.2181 -3.9542
50 H -3.0122 -1.3165 -1.8368
51 H 0.2222 4.4160 -0.4648
52 H -3.6900 6.1724 2.1674
53 H -2.9189 -0.5997 0.1633
54 H -2.3619 -2.7806 -1.0590
55 H -5.4745 7.0436 -2.2812
56 H 0.4303 0.7588 -1.7781
57 H 2.7178 1.2562 -2.5034
58 H -2.0557 6.9015 3.8717
59 H -2.2480 -2.5686 -2.8268
60 H -0.0315 -2.6879 -3.0239
61 H -1.8039 4.9656 -1.6174
62 H 0.9978 1.2464 4.9279
63 H 1.2893 4.6716 -4.6740
64 H 0.3362 -0.4204 4.9055
65 H 2.0563 -0.1300 4.4728
66 H -5.2694 2.8559 -3.0813
67 H 0.0583 -3.2651 2.2934
68 H -2.7793 0.6612 2.4049
69 H -4.5195 0.3564 -1.5823
70 H 1.4760 -3.8117 1.3512
71 H 2.1658 1.0917 1.4942
72 H 0.0178 5.6122 4.2382
73 H -0.1050 -4.6447 1.1821
74 H -6.5431 4.9490 -3.0389
75 H 1.0145 -1.5891 -2.1073
76 H -3.2793 4.1426 0.8507
77 H -1.0048 4.2003 -3.9456
78 H -0.3239 -4.1713 -1.1658
79 H -3.6049 2.0292 1.6288
80 H -4.5944 1.8798 -0.6193
81 H -4.4821 -0.2811 0.8493
82 H 4.3451 2.0888 1.0094
83 H -3.1091 7.0431 -1.5648
84 H 4.4937 4.2420 -0.2158

Cartesian forces (eV/Å) of the 2 atoms listed first:
0.471 0.704 0.317
-0.695 -0.074 -0.205

Here are the Löwdin charges for atoms 1 to 4, given in e: Sb 1.566; Sb 1.644; Pd 0.983; F -0.076



C28H49F12NO15P3S | ωB97M-V/def2-TZVPD

Summary:
- Max |F|: 9.37 eV Å⁻¹
- Highest occupied orbital energy: -11.234 eV
- Charge: +1

Cartesian coordinates (Å):
1 S -0.2718 -6.1490 -2.2215
2 P -5.8609 2.6911 0.9282
3 P 2.3836 -2.0102 5.4729
4 P 3.0679 3.5909 -4.4192
5 F 2.7894 0.0405 -1.1323
6 F -3.7515 -3.1582 -0.2961
7 F -3.4750 -1.6466 -1.9716
8 F -1.6183 -5.1032 -0.1807
9 F -3.8383 -3.9262 -3.9069
10 F -4.3063 -5.7449 -1.3784
11 F -2.1988 -7.2274 -0.7619
12 F -3.3297 -6.2838 -3.3570
13 F 4.8065 -1.1685 -1.2732
14 F 3.6788 -0.3607 -3.1845
15 F -5.3780 -2.9121 -1.9715
16 F -1.8808 -3.3923 -2.8693
17 O -6.0359 3.2414 2.3495
18 O -0.4063 -6.5622 -3.6566
19 O 3.8783 4.5079 -5.5408
20 O 2.1994 -2.7348 4.1306
21 O 2.4510 -1.2032 6.9811
22 O -7.4762 2.6021 0.5624
23 O -5.6139 1.1327 1.4495
24 O 3.7038 -1.1140 5.0192
25 O -5.5487 2.1523 -0.6689
26 O 0.4688 -7.2753 -1.5148
27 O 2.4425 -2.3279 0.4721
28 O 4.4217 3.7578 -3.3815
29 O 2.3630 4.8093 -3.5406
30 O 3.1651 -3.2938 6.1776
31 O 1.8679 3.3519 -5.3461
32 N 2.1397 -2.8560 -0.7453
33 C -3.9724 -2.9705 -1.6731
34 C -3.1405 -5.5013 -2.1884
35 C 3.4623 0.0411 4.2247
36 C -5.3001 0.8022 -1.0317
37 C -5.2189 0.8270 2.7818
38 C 3.0657 -4.6214 5.6741
39 C 1.3683 -4.0822 -3.4727
40 C -1.8796 -5.9372 -1.3001
41 C 4.2124 -4.9152 4.7243
42 C 0.8628 -4.6722 -2.1001
43 C 3.5636 -0.9108 -1.8691
44 C -6.5407 -0.0616 -1.0259
45 C 4.6045 -1.6394 8.0767
46 C 5.5771 4.5328 -3.6765
47 C 2.5881 5.5205 -7.3152
48 C 2.1076 3.7065 -1.3827
49 C -8.1282 3.8156 0.2048
50 C -3.1618 -3.9622 -2.6391
51 C 2.7360 1.1229 5.0042
52 C 5.3386 6.0288 -3.5497
53 C 3.5888 4.4456 -6.9336
54 C -6.4348 0.5350 3.6412
55 C 1.2808 -4.0210 -0.7634
56 C 2.6335 -2.2352 -1.9603
57 C 3.0877 -1.7149 8.1459
58 C 1.4322 4.4289 -2.5353
59 C -7.6421 4.3469 -1.1321
60 C 2.2881 -2.8076 -3.3790
61 H 6.3389 4.2477 -2.9448
62 H 2.9410 4.2932 -0.9901
63 H 5.0460 -2.0543 8.9860
64 H 0.6457 3.8074 -2.9741
65 H -9.1982 3.6013 0.1433
66 H 3.1310 -5.2982 6.5315
67 H -7.7170 3.5802 -1.9064
68 H -6.9322 -0.3757 3.2967
69 H 1.6956 5.4914 -6.6852
70 H 4.0870 -5.8934 4.2535
71 H 2.7373 -2.7246 8.3743
72 H 1.7246 0.8014 5.2720
73 H 3.0276 6.5123 -7.1800
74 H -6.5913 4.6478 -1.0758
75 H 5.1628 -4.9070 5.2640
76 H 3.2594 1.3496 5.9353
77 H 1.7097 -2.6526 1.0569
78 H -4.5956 1.6183 3.2040
79 H 2.6781 -2.3228 -4.3493
80 H -4.9086 0.8205 -2.0535
81 H 1.0511 -4.5456 -4.4727
82 H -6.1493 0.4022 4.6875
83 H -7.9835 4.5605 0.9929
84 H 6.2491 6.5798 -3.7978
85 H 4.5397 6.3872 -4.1997
86 H 1.3972 3.5161 -0.5741
87 H 5.0175 -2.1799 7.2241
88 H -8.2259 5.2179 -1.4392
89 H -4.5912 -0.0691 2.7357
90 H 5.9918 4.2650 -4.6517
91 H 5.0447 6.2811 -2.5267
92 H -7.0403 -0.0859 -0.0568
93 H 2.6531 2.0382 4.4132
94 H 0.9639 5.3447 -2.1656
95 H 4.5270 4.6264 -7.4673
96 H -7.1791 1.3328 3.5819
97 H -4.5040 0.3715 -0.4182
98 H 2.5150 2.7440 -1.7080
99 H 4.4353 0.4186 3.8995
100 H -6.2795 -1.0857 -1.2981
101 H 4.2982 -4.1590 3.9395
102 H 2.2815 5.4141 -8.3585
103 H 2.7550 -1.0925 8.9816
104 H 2.0918 -4.8010 5.2137
105 H 3.2549 3.4481 -7.2269
106 H 0.8770 -4.4815 0.2004
107 H 2.8972 -0.2361 3.3289
108 H 4.9286 -0.6000 7.9731
109 H -7.2747 0.3171 -1.7430

Cartesian forces (eV/Å) of the 2 atoms listed first:
4.843 -6.758 -2.136
-5.186 -7.047 2.071

Here are the Löwdin charges for atoms 1 to 4, given in e: S 0.833; P 0.743; P 0.744; P 0.730



C6H14N2 | ωB97M-V/def2-TZVPD

Summary:
- Max |F|: 4.47 eV Å⁻¹
- Energy above the lowest of the compared OMol25 structures with the same formula, charge and spin: 314.4 kJ/mol
- Highest occupied orbital energy: -18.523 eV
- Charge: +2

Cartesian coordinates (Å):
1 N 3.5316 -0.1317 -0.0771
2 N -2.5855 0.2800 -0.1879
3 C 3.3548 0.3707 -1.4404
4 C 1.5180 -0.4239 1.4544
5 C -3.7719 1.0028 0.0914
6 C -1.5754 -0.2656 -0.3704
7 C 2.2930 -0.7397 0.3659
8 C -4.9976 0.0775 0.1502
9 H 3.9175 0.6970 0.5472
10 H -3.6579 1.5106 1.0222
11 H 4.4702 -0.5481 -0.2045
12 H 1.9589 -1.5827 -0.2915
13 H -4.5906 -0.9117 0.6914
14 H -3.8528 1.8058 -0.6882
15 H 0.5331 -0.9071 1.4825
16 H -5.4108 -0.2516 -0.8253
17 H 2.9217 1.3004 -1.4679
18 H -5.7919 0.3364 0.8106
19 H 1.8497 0.3337 2.1674
20 H 2.5618 -0.1856 -2.0949
21 H 4.2460 0.4236 -1.9793
22 H -0.6028 -0.7147 -0.5428

Cartesian forces (eV/Å) of the 2 atoms listed first:
2.404 2.985 1.069
3.998 -1.913 -0.553

Here are the Löwdin charges for atoms 1 to 4, given in e: N -0.001; N 0.143; C -0.022; C 0.104



C13H12ClF16O6P | ωB97M-V/def2-TZVPD

Summary:
- Max |F|: 0.84 eV Å⁻¹
- Highest occupied orbital energy: -10.397 eV
- Charge: 0

Cartesian coordinates (Å):
1 Cl -2.4073 -2.1315 2.4480
2 P -3.3837 -0.5041 4.3815
3 F 1.3333 0.1804 0.0407
4 F 0.2208 -4.4541 -3.5365
5 F 0.7465 4.7728 0.1628
6 F 2.8789 4.8952 -2.6106
7 F 1.1952 6.4102 -1.2132
8 F 0.8303 4.1158 -2.5707
9 F 2.1590 -3.1009 -4.8202
10 F -1.1311 1.1925 0.7454
11 F -0.9352 -2.3135 -2.0133
12 F 2.1297 -5.5186 -3.7056
13 F 1.6828 -2.1364 -2.9179
14 F 1.3942 2.2071 0.8133
15 F -0.9055 2.7587 -0.7425
16 F -0.0214 -3.5802 1.1236
17 F 1.3214 -2.5924 -0.2701
18 F -1.1131 -1.3765 -0.0472
19 O -3.4850 -0.8818 2.8114
20 O -3.3657 -1.6302 5.3036
21 O 0.3281 -4.5344 -0.8274
22 O -4.6550 0.4385 4.4623
23 O -2.0982 0.4043 4.5773
24 O 1.6539 1.8095 -1.3939
25 C -1.6027 1.4385 3.6968
26 C -2.6395 2.2144 3.0098
27 C 0.2036 -3.3311 -0.1940
28 C 2.5416 2.9076 -1.4695
29 C 1.4780 -4.8789 -1.5766
30 C -3.5801 2.7574 2.5105
31 C 1.4821 -4.4997 -3.0644
32 C -0.5162 1.5072 -0.4224
33 C 1.0065 1.4607 -0.2428
34 C 2.2363 -3.2304 -3.4781
35 C 1.6709 5.2609 -0.6865
36 C 1.9433 4.2753 -1.8289
37 C -1.0289 -2.5631 -0.6918
38 H -1.0749 2.1289 4.3631
39 H 3.1830 2.9766 -0.5900
40 H -0.8442 0.8166 -1.1989
41 H 2.5911 5.4787 -0.1378
42 H -0.8562 1.0498 3.0043
43 H 3.1880 2.6681 -2.3126
44 H 1.4818 -5.9677 -1.5749
45 H 2.3973 -4.5597 -1.0846
46 H 3.2887 -3.2952 -3.1897
47 H -1.9326 -3.1449 -0.4994
48 H -4.6211 0.9517 5.2826
49 H -4.4210 3.2790 2.1297

Cartesian forces (eV/Å) of the 2 atoms listed first:
-0.147 0.045 0.084
-0.019 -0.341 0.631

Here are the Löwdin charges for atoms 1 to 4, given in e: Cl 0.769; P 0.240; F 0.140; F 0.140



C15H52O15 | ωB97M-V/def2-TZVPD

Summary:
- Max |F|: 2.12 eV Å⁻¹
- Energy above the lowest of the compared OMol25 structures with the same formula, charge and spin: 0.0 kJ/mol
- Highest occupied orbital energy (alpha / beta): 0.209 / -7.335 eV
- 2S+1: 2
- ⟨S²⟩: 0.750
- Charge: -1

Cartesian coordinates (Å):
1 O 1.5266 -5.5974 -2.9141
2 O -5.2839 -0.4785 4.5449
3 O 2.7947 1.4536 0.6343
4 O 0.2304 0.8995 0.1810
5 O 0.4079 4.7081 -2.9315
6 O 0.6129 -3.3251 -1.1532
7 O 4.3099 -2.7758 1.6426
8 O -2.1307 5.4739 -1.6337
9 O -1.9347 0.8575 -1.6951
10 O -2.1737 -2.9631 0.2679
11 O 3.3243 1.9741 -4.2553
12 O 1.4861 -0.1448 4.9488
13 O -3.3513 -2.0405 2.7086
14 O 3.6052 -0.8452 -3.4172
15 O 0.3596 5.2745 2.2964
16 C 0.1208 -0.4065 0.6161
17 C 0.3909 -4.7375 -0.9212
18 C -0.6073 3.8721 -2.4610
19 C 3.1216 1.0116 1.9502
20 C -1.7343 0.2732 -3.0085
21 C 3.1075 0.2193 -2.6376
22 C -4.1034 0.0020 3.8794
23 C 3.0968 -2.6998 0.9665
24 C 2.3728 1.2064 -3.5489
25 C 0.5561 4.3312 1.2148
26 C 1.6030 -5.5066 -1.4867
27 C -3.8327 -0.7270 2.5436
28 C -3.1097 -3.0656 -0.8352
29 C -2.0326 4.4686 -2.5848
30 C 0.1096 0.1347 4.8859
31 H 2.6763 1.5896 2.7599
32 H 0.0797 -2.8002 -0.5517
33 H -2.6066 -3.4788 -1.7094
34 H 2.3587 -2.2737 1.6460
35 H 1.7243 -4.7476 -3.3145
36 H 1.6429 -6.5575 -1.2004
37 H -0.8835 -0.8223 0.5343
38 H -1.8410 1.0696 -3.7450
39 H -0.0111 4.5668 0.3143
40 H 4.9665 -2.7819 0.9423
41 H 0.5144 -0.4980 1.6284
42 H -3.7272 -2.3862 3.5215
43 H 4.3173 -0.5054 -3.9641
44 H 0.2005 5.5962 -2.6317
45 H 1.6408 0.6590 -4.1427
46 H -0.1053 1.0699 5.4030
47 H -2.6168 -2.7019 1.0784
48 H -0.3272 -0.6879 5.4521
49 H -2.4344 -0.5305 -3.2368
50 H 4.1977 0.8705 2.0517
51 H -2.8579 1.1047 -1.6053
52 H 1.7580 -0.3023 5.8559
53 H 3.8903 0.8416 -2.2039
54 H -0.5622 -5.0175 -1.3701
55 H 2.7638 -0.0066 2.1027
56 H -2.2826 4.9689 -3.5204
57 H 3.1111 -2.0737 0.0744
58 H 1.8129 1.9098 -2.9325
59 H 0.3163 3.3209 1.5462
60 H 0.5273 6.1671 1.9853
61 H -4.1360 1.0700 3.6640
62 H -4.8062 -0.6737 2.0563
63 H -0.5552 2.9914 -3.1012
64 H 0.2817 -4.9738 0.1372
65 H -0.3749 3.4584 -1.4797
66 H 2.8577 2.6458 -4.7580
67 H -5.1561 -1.4010 4.7779
68 H 1.5991 4.3811 0.9019
69 H 2.6195 -3.6507 0.7299
70 H 2.5070 -5.0252 -1.1137
71 H -3.0308 5.8075 -1.6453
72 H 2.4611 -0.2509 -1.8965
73 H -0.6754 0.0588 -3.1526
74 H 0.8402 -1.0344 0.0905
75 H -0.2927 0.1604 3.8732
76 H -3.9994 -3.6722 -0.6658
77 H -3.1142 -0.1768 1.9359
78 H -0.3625 0.9923 -0.5683
79 H -2.8210 3.7503 -2.3599
80 H -3.4277 -2.0642 -1.1250
81 H -3.3811 -0.0330 4.6950
82 H 1.8816 1.2306 0.4392

Cartesian forces (eV/Å) of the 2 atoms listed first:
0.408 0.028 0.116
-0.558 0.539 -0.649

Here are the Löwdin charges for atoms 1 to 4, given in e: O -0.076; O -0.083; O -0.135; O -0.137



- max |F| of number 5 (C13H12ClF16O6P)?
  0.84 eV Å⁻¹



- Which formula does entry 2 have?
  C33H39BF4O4PdSb2